1.
{"formula": "C9H18ClN4O", "method": "ωB97M-V/def2-TZVPD", "species": ["C", "C", "C", "C", "C", "C", "C", "C", "C", "N", "N", "N", "N", "O", "Cl", "H", "H", "H", "H", "H", "H", "H", "H", "H", "H", "H", "H", "H", "H", "H", "H", "H", "H"], "positions_angstrom": [[0.095, -1.744, 0.879], [2.288, 1.811, -0.601], [2.807, 1.641, 0.742], [-2.725, 0.063, -1.542], [-2.739, 1.307, -0.616], [2.378, 0.366, -1.203], [2.302, 0.271, 1.193], [-2.951, -1.046, -0.480], [-2.415, 0.813, 0.741], [2.327, -0.495, -0.038], [-2.200, -0.647, 0.690], [-0.045, -2.697, 1.742], [2.092, -1.727, -0.008], [-0.575, -0.843, 0.335], [1.697, -2.482, -1.430], [1.337, 2.117, -0.631], [2.899, 2.646, -1.113], [3.977, 1.528, 0.724], [2.512, 2.368, 1.466], [-3.354, -0.004, -2.394], [-1.698, -0.046, -1.812], [-1.915, 1.878, -0.890], [-3.622, 1.882, -0.749], [1.616, 0.295, -1.962], [3.257, 0.024, -1.878], [2.973, -0.188, 1.971], [1.289, 0.334, 1.504], [-3.959, -1.085, -0.298], [-2.697, -1.974, -0.828], [-1.446, 1.059, 1.100], [-3.262, 0.948, 1.331], [0.689, -3.341, 1.898], [-0.929, -3.032, 2.155]], "lowdin_charge": [-0.3229, -0.1571, -0.1843, -0.1051, -0.1523, -0.1372, -0.1149, -0.1671, -0.1554, -0.2494, 0.0291, 0.2090, -0.3706, 0.0103, 0.7641, 0.0653, 0.1639, 0.1676, 0.1163, 0.1082, 0.0854, 0.0834, 0.1122, 0.0947, 0.1555, 0.1584, 0.1012, 0.1112, 0.0951, 0.1118, 0.1187, 0.1076, 0.1474], "lumo_energy_ev": [-4.01, -4.01], "energy_ha": -1107.68492, "homo_lumo_gap_ha": [0.2679, 0.2677], "e_above_lowest_kj_mol": 41.6, "total_charge": 1, "homo_ha": [-0.41529, -0.41520]}

2.
{"formula": "C9H18EuOP", "method": "ωB97M-V/def2-TZVPD", "species": ["C", "C", "C", "C", "C", "Eu", "P", "H", "H", "H", "H", "H", "H", "H", "H", "C", "C", "O", "C", "C", "H", "H", "H", "H", "H", "H", "H", "H", "H", "H"], "positions_angstrom": [[0.707, 0.407, -3.300], [-0.508, -0.327, -3.376], [-0.269, -1.649, -2.889], [1.117, -1.746, -2.549], [1.722, -0.473, -2.777], [1.342, 1.416, 0.481], [-0.458, 3.698, -0.580], [0.886, 1.431, -3.644], [-1.460, 0.059, -3.740], [-1.024, -2.426, -2.721], [2.786, -0.236, -2.717], [1.626, -2.629, -2.162], [-1.471, 4.263, 0.275], [-0.920, 4.406, -1.730], [0.524, 4.703, -0.241], [-1.954, 0.682, 2.576], [-0.449, 0.461, 2.522], [-0.079, -0.296, 1.334], [-0.102, -1.778, 1.467], [1.309, -2.242, 1.740], [-2.319, 1.184, 1.665], [-2.193, 1.294, 3.461], [-2.492, -0.267, 2.718], [0.095, 1.443, 2.507], [-0.107, -0.098, 3.408], [-0.795, -2.032, 2.288], [-0.508, -2.145, 0.518], [1.710, -1.775, 2.654], [1.316, -3.328, 1.930], [1.969, -2.001, 0.884]], "mulliken_spin": [0.0030, -0.0030, -0.0018, -0.0028, 0.0126, 7.0431, 0.0103, -0.0035, -0.0008, 0.0005, -0.0006, -0.0002, -0.0043, -0.0011, -0.0067, -0.0211, 0.0517, -0.0747, -0.0045, 0.0278, 0.0002, 0.0041, -0.0010, -0.0126, -0.0057, -0.0017, 0.0030, -0.0063, 0.0055, -0.0094], "lumo_energy_ev": [2.89, 2.93], "energy_ha": -1480.45534, "homo_lumo_gap_ha": [0.1436, 0.1356], "e_above_lowest_kj_mol": 0.0, "total_charge": -1, "homo_ha": [-0.03737, -0.02806], "multiplicity": 8, "s2": 15.765}

3.
{"formula": "C9H18F3NO4", "method": "ωB97M-V/def2-TZVPD", "species": ["N", "C", "C", "C", "C", "O", "C", "O", "H", "H", "H", "H", "H", "H", "H", "H", "H", "H", "H", "H", "C", "C", "O", "C", "O", "C", "F", "F", "F", "H", "H", "H", "H", "H", "H"], "positions_angstrom": [[-0.079, -3.467, -0.608], [1.261, -2.932, -1.098], [1.442, -1.467, -0.697], [2.171, -1.192, 0.644], [1.825, -2.118, 1.835], [1.134, -1.396, 2.880], [-0.185, -1.228, 2.638], [-0.861, -0.732, 3.413], [0.039, -4.123, 0.167], [-0.587, -3.967, -1.341], [-0.681, -2.695, -0.300], [2.078, -3.585, -0.791], [1.201, -2.966, -2.187], [0.500, -0.904, -0.758], [2.071, -1.019, -1.474], [1.878, -0.183, 0.952], [3.256, -1.147, 0.520], [2.740, -2.485, 2.299], [1.212, -2.994, 1.580], [-0.606, -1.584, 1.676], [-1.044, 3.252, 1.073], [-1.834, 4.037, 0.032], [-1.353, 3.924, -1.288], [-1.707, 2.736, -2.071], [-2.974, 2.467, -2.060], [-0.849, 1.492, -1.679], [0.445, 1.810, -1.365], [-0.748, 0.618, -2.714], [-1.309, 0.766, -0.627], [0.028, 3.315, 0.880], [-1.249, 3.641, 2.074], [-1.326, 2.201, 1.080], [-1.727, 5.099, 0.277], [-2.904, 3.817, 0.094], [-1.257, 3.007, -3.056]], "lowdin_charge": [0.1949, -0.1242, -0.1675, -0.1297, -0.1661, -0.0106, -0.3951, 0.1775, 0.1565, 0.1730, 0.1536, 0.1369, 0.1309, 0.0957, 0.1300, 0.1304, 0.1180, 0.1288, 0.0933, 0.1372, -0.0923, -0.2871, -0.1174, -0.5509, -0.1577, -0.5306, 0.0776, 0.0862, 0.0712, 0.0692, 0.0676, 0.0465, 0.1069, 0.1099, 0.1375], "lumo_energy_ev": -1.78, "energy_ha": -1008.88670, "homo_lumo_gap_ha": 0.1502, "homo_ha": -0.21572}

4.
{"formula": "C9H18F6MnNO5PS2", "method": "ωB97M-V/def2-TZVPD", "species": ["Mn", "F", "C", "F", "F", "S", "O", "O", "N", "S", "O", "O", "C", "F", "F", "F", "C", "O", "H", "H", "H", "C", "C", "P", "C", "C", "C", "C", "H", "H", "H", "H", "H", "H", "H", "H", "H", "H", "H", "H", "H", "H", "H"], "positions_angstrom": [[0.738, -0.864, -0.484], [2.012, -0.327, 4.282], [1.395, -1.471, 4.040], [2.277, -2.424, 3.802], [0.618, -1.800, 5.050], [0.355, -1.220, 2.533], [1.356, -0.916, 1.475], [-0.591, -0.181, 2.769], [-0.260, -2.652, 2.350], [-0.657, -3.254, 0.974], [-0.644, -2.208, -0.100], [-1.806, -4.073, 1.003], [0.784, -4.299, 0.454], [1.777, -3.464, 0.079], [0.435, -5.037, -0.578], [1.200, -5.048, 1.448], [3.208, 0.546, -0.911], [2.041, -0.115, -1.388], [4.068, 0.075, -1.386], [3.311, 0.456, 0.173], [3.178, 1.600, -1.188], [-3.700, 1.125, -0.899], [-2.564, 0.115, -0.730], [-0.907, 0.817, -0.989], [-0.736, 2.208, 0.172], [0.703, 2.565, 0.539], [-0.818, 1.415, -2.702], [0.380, 2.307, -3.017], [-4.649, 0.634, -0.689], [-3.754, 1.519, -1.913], [-3.603, 1.962, -0.207], [-2.673, -0.730, -1.414], [-2.562, -0.300, 0.280], [-1.291, 1.915, 1.066], [-1.259, 3.059, -0.274], [1.191, 1.738, 1.056], [0.709, 3.420, 1.214], [1.297, 2.825, -0.336], [-1.755, 1.948, -2.883], [-0.830, 0.530, -3.343], [0.360, 3.223, -2.426], [0.349, 2.596, -4.066], [1.319, 1.786, -2.836]], "mulliken_spin": [4.1699, 0.0000, 0.0058, -0.0001, 0.0006, 0.0012, 0.0126, -0.0009, 0.0018, -0.0003, 0.0283, -0.0007, 0.0035, 0.0023, 0.0003, 0.0008, 0.0213, -0.0034, -0.0083, -0.0102, 0.0089, -0.0083, -0.0092, -0.2108, -0.0075, 0.0102, -0.0032, 0.0004, -0.0011, 0.0002, 0.0004, -0.0001, -0.0011, 0.0031, -0.0066, 0.0062, 0.0015, -0.0026, -0.0055, -0.0006, 0.0006, 0.0000, 0.0009], "lumo_energy_ev": [-5.74, -4.06], "energy_ha": -3672.37305, "homo_lumo_gap_ha": [0.2910, 0.3740], "e_above_lowest_kj_mol": 0.1, "total_charge": 1, "homo_ha": [-0.50190, -0.52331], "multiplicity": 5, "s2": 6.139}

5.
{"formula": "C9H18F9KO17P2S3", "method": "ωB97M-V/def2-TZVPD", "species": ["K", "C", "F", "F", "F", "S", "O", "O", "O", "C", "F", "F", "F", "S", "O", "O", "O", "C", "F", "F", "F", "S", "O", "O", "O", "C", "O", "P", "O", "O", "C", "O", "C", "H", "H", "H", "H", "H", "H", "H", "H", "H", "C", "O", "P", "O", "O", "C", "O", "C", "H", "H", "H", "H", "H", "H", "H", "H", "H"], "positions_angstrom": [[4.130, 13.910, 10.452], [9.337, 13.867, 9.634], [9.486, 12.535, 9.529], [9.293, 14.169, 10.944], [10.449, 14.433, 9.132], [7.841, 14.473, 8.747], [7.975, 15.902, 8.843], [8.021, 13.911, 7.434], [6.763, 13.881, 9.528], [1.581, 16.496, 13.095], [0.883, 15.416, 12.683], [0.760, 17.246, 13.871], [2.587, 16.058, 13.891], [2.246, 17.473, 11.677], [2.698, 18.678, 12.350], [3.309, 16.596, 11.220], [1.139, 17.658, 10.786], [0.424, 12.673, 7.276], [-0.457, 13.125, 6.369], [0.062, 11.408, 7.575], [1.625, 12.602, 6.682], [0.475, 13.783, 8.760], [1.483, 13.126, 9.577], [0.832, 15.039, 8.179], [-0.868, 13.676, 9.289], [7.081, 16.764, 11.802], [7.428, 15.973, 12.967], [6.587, 14.733, 13.394], [5.268, 14.621, 12.774], [6.529, 14.881, 14.970], [5.773, 16.000, 15.448], [7.557, 13.512, 13.237], [7.135, 12.319, 12.569], [6.467, 16.204, 11.107], [8.012, 17.055, 11.326], [6.567, 17.661, 12.144], [4.967, 15.638, 16.092], [5.284, 16.550, 14.643], [6.426, 16.632, 16.047], [6.084, 12.371, 12.282], [7.237, 11.476, 13.257], [7.754, 12.167, 11.691], [0.057, 12.087, 12.117], [0.885, 11.130, 12.831], [2.353, 11.477, 13.120], [3.204, 11.960, 12.037], [2.812, 10.075, 13.704], [4.193, 9.822, 13.925], [2.251, 12.445, 14.357], [3.400, 13.131, 14.891], [-0.081, 11.759, 11.095], [0.543, 13.059, 12.072], [-0.891, 12.207, 12.633], [4.804, 10.310, 13.163], [4.327, 8.745, 13.878], [4.507, 10.193, 14.904], [3.084, 14.157, 15.053], [4.231, 13.101, 14.193], [3.641, 12.707, 15.867]], "lowdin_charge": [0.8116, -0.6561, 0.1027, 0.1065, 0.1044, 0.4474, -0.3061, -0.3103, -0.3909, -0.6191, 0.1068, 0.0911, 0.0783, 0.4357, -0.3435, -0.3716, -0.2982, -0.6580, 0.0998, 0.0928, 0.1054, 0.4419, -0.3814, -0.2857, -0.3216, -0.0432, -0.1922, 0.3242, -0.2817, -0.2062, -0.0896, -0.1837, -0.0733, 0.0683, 0.0828, 0.0949, 0.0828, 0.0892, 0.0851, 0.0619, 0.0854, 0.0775, -0.0507, -0.1801, 0.3132, -0.2767, -0.2017, -0.1018, -0.1881, -0.0728, 0.0770, 0.0660, 0.0924, 0.0711, 0.0840, 0.0854, 0.0717, 0.0592, 0.0881], "lumo_energy_ev": 3.83, "energy_ha": -5009.30795, "homo_lumo_gap_ha": 0.2959, "e_above_lowest_kj_mol": 0.0, "total_charge": -2, "homo_ha": -0.15534}

6.
{"formula": "C9H18FNO7PS2", "method": "ωB97M-V/def2-TZVPD", "species": ["N", "P", "S", "C", "C", "C", "S", "O", "O", "O", "C", "C", "C", "O", "H", "H", "H", "H", "H", "H", "H", "H", "H", "H", "H", "H", "H", "H", "H", "C", "C", "O", "C", "O", "O", "F", "H", "H", "H"], "positions_angstrom": [[-0.963, -4.190, -1.912], [-0.665, -3.090, -0.896], [0.512, -1.411, -1.748], [1.667, -0.863, -0.458], [3.040, -0.421, -1.003], [3.301, 1.061, -0.785], [3.511, 1.563, 0.924], [4.639, 2.419, 0.982], [2.230, 1.992, 1.409], [3.887, 0.224, 1.700], [-0.717, -0.119, -2.085], [-0.113, 1.273, -2.035], [-0.145, 2.039, -0.696], [-1.067, 2.206, -1.955], [-0.671, -4.129, -2.876], [0.108, -3.452, 0.219], [-1.793, -2.448, -0.391], [1.220, -0.091, 0.169], [1.777, -1.746, 0.173], [3.150, -0.693, -2.053], [3.806, -0.992, -0.480], [2.502, 1.700, -1.161], [4.220, 1.354, -1.291], [3.073, -0.171, 2.045], [-1.558, -0.164, -1.397], [-1.003, -0.228, -3.131], [0.790, 1.402, -2.634], [-0.478, 1.115, -0.159], [-0.675, 2.667, 0.018], [-3.949, 0.369, 2.953], [-3.703, 1.051, 1.620], [-2.422, 0.523, 1.257], [-2.293, -0.686, 1.850], [-1.454, -1.490, 1.560], [-3.229, -0.866, 2.782], [-3.611, 2.388, 1.715], [-3.506, 0.935, 3.771], [-4.995, 0.173, 3.162], [-4.421, 0.799, 0.838]], "lowdin_charge": [-0.2757, 0.6221, 0.9914, -0.3844, -0.2367, -0.2133, 0.5969, -0.2291, -0.2784, -0.1362, -0.3079, -0.4327, 0.0249, -0.0067, -0.0029, 0.0118, -0.0087, 0.0760, 0.0828, 0.1156, 0.1176, 0.0865, 0.1176, 0.0977, 0.0942, 0.1177, 0.1445, 0.0513, 0.1484, -0.0142, -0.2901, 0.1041, -0.5588, 0.0902, 0.1033, 0.1013, 0.1530, 0.1482, 0.1788], "lumo_energy_ev": -3.65, "energy_ha": -2172.30774, "homo_lumo_gap_ha": 0.3491, "total_charge": 1, "homo_ha": -0.48336}

7.
{"formula": "C9H18FO", "method": "ωB97M-V/def2-TZVPD", "species": ["C", "C", "C", "C", "C", "C", "F", "H", "H", "H", "H", "H", "H", "H", "H", "H", "H", "H", "H", "C", "C", "O", "C", "H", "H", "H", "H", "H", "H"], "positions_angstrom": [[2.893, -0.980, -1.752], [2.446, 0.375, -2.371], [1.321, 1.099, -1.593], [0.138, 0.199, -1.154], [-1.169, 0.405, -1.965], [-1.712, -1.018, -2.348], [-2.805, -0.825, -3.282], [2.504, -1.780, -2.396], [2.427, -1.162, -0.778], [3.978, -1.086, -1.671], [3.332, 1.031, -2.372], [2.155, 0.215, -3.414], [1.756, 1.564, -0.694], [0.983, 1.932, -2.226], [0.355, -0.876, -1.158], [-0.096, 0.469, -0.116], [-1.045, 1.040, -2.851], [-1.916, 0.882, -1.286], [-2.135, -1.400, -1.386], [-0.344, 0.046, 4.313], [-1.010, -0.093, 2.967], [-0.367, -0.258, 1.961], [-2.514, -0.017, 2.924], [0.735, -0.028, 4.192], [-0.585, 1.017, 4.750], [-0.680, -0.751, 4.980], [-2.849, 0.951, 3.300], [-2.945, -0.817, 3.530], [-2.851, -0.133, 1.896]], "lowdin_charge": [-0.1272, -0.2634, -0.2240, -0.2576, -0.3195, -0.3389, -0.2701, 0.0627, 0.0587, 0.0497, 0.0828, 0.0937, 0.0915, 0.0909, 0.0709, 0.0592, 0.0747, 0.0674, -0.0121, -0.0315, -0.5016, 0.0812, -0.0210, 0.0784, 0.0789, 0.0786, 0.0808, 0.0806, 0.0862], "lumo_energy_ev": 2.82, "energy_ha": -528.72908, "homo_lumo_gap_ha": 0.1314, "e_above_lowest_kj_mol": 20.6, "total_charge": -1, "homo_ha": -0.02772}

Copy entry 2 word for word.
{"formula": "C9H18EuOP", "method": "ωB97M-V/def2-TZVPD", "species": ["C", "C", "C", "C", "C", "Eu", "P", "H", "H", "H", "H", "H", "H", "H", "H", "C", "C", "O", "C", "C", "H", "H", "H", "H", "H", "H", "H", "H", "H", "H"], "positions_angstrom": [[0.707, 0.407, -3.300], [-0.508, -0.327, -3.376], [-0.269, -1.649, -2.889], [1.117, -1.746, -2.549], [1.722, -0.473, -2.777], [1.342, 1.416, 0.481], [-0.458, 3.698, -0.580], [0.886, 1.431, -3.644], [-1.460, 0.059, -3.740], [-1.024, -2.426, -2.721], [2.786, -0.236, -2.717], [1.626, -2.629, -2.162], [-1.471, 4.263, 0.275], [-0.920, 4.406, -1.730], [0.524, 4.703, -0.241], [-1.954, 0.682, 2.576], [-0.449, 0.461, 2.522], [-0.079, -0.296, 1.334], [-0.102, -1.778, 1.467], [1.309, -2.242, 1.740], [-2.319, 1.184, 1.665], [-2.193, 1.294, 3.461], [-2.492, -0.267, 2.718], [0.095, 1.443, 2.507], [-0.107, -0.098, 3.408], [-0.795, -2.032, 2.288], [-0.508, -2.145, 0.518], [1.710, -1.775, 2.654], [1.316, -3.328, 1.930], [1.969, -2.001, 0.884]], "mulliken_spin": [0.0030, -0.0030, -0.0018, -0.0028, 0.0126, 7.0431, 0.0103, -0.0035, -0.0008, 0.0005, -0.0006, -0.0002, -0.0043, -0.0011, -0.0067, -0.0211, 0.0517, -0.0747, -0.0045, 0.0278, 0.0002, 0.0041, -0.0010, -0.0126, -0.0057, -0.0017, 0.0030, -0.0063, 0.0055, -0.0094], "lumo_energy_ev": [2.89, 2.93], "energy_ha": -1480.45534, "homo_lumo_gap_ha": [0.1436, 0.1356], "e_above_lowest_kj_mol": 0.0, "total_charge": -1, "homo_ha": [-0.03737, -0.02806], "multiplicity": 8, "s2": 15.765}

> Number 4 is which compound?

C9H18F6MnNO5PS2